No. 1
The following is a quantum chemistry calculation of a 2-piece molecular cluster, C3H10O2S overall in a non-equilibrium geometry, from the OMol25 dataset.

As for the orbital gap: 0.34568 Eh. As for the structure (SMILES): COCSC.O. Its HOMO energy is -8.7 eV. The calculation puts the maximum force at 0.02371 Eh/bohr. As for the energy relative to the best compared isomer or geometry (same formula, charge and spin): 17.65 kcal/mol. Its total energy is -668.9221 a.u.

The geometry in XYZ format:
```
16
Properties=species:S:1:pos:R:3:forces:R:3
O 0.29933 -0.44447 -0.36394 -0.5 0.7 -0.2
S -1.78163 -1.71075 -1.70347 0.5 -0.4 0.7
C 0.72535 0.29242 0.78912 -0.3 -0.2 0.1
C -2.01666 -0.37980 -2.87455 0.4 0.7 -0.5
C -1.04676 -0.88327 -0.24068 -0.4 -0.6 0.0
H 0.10876 1.19553 0.93340 0.1 -0.2 -0.1
H 1.77844 0.59996 0.67495 -0.5 -0.3 -0.3
H 0.63907 -0.33990 1.68875 0.1 0.2 -0.2
H -1.07290 -0.24333 -3.42889 -0.5 0.1 0.1
H -2.29363 0.58123 -2.40947 0.0 -0.5 0.0
H -2.80655 -0.66519 -3.58957 0.3 0.0 0.4
H -1.05838 -1.63291 0.57378 -0.3 0.1 -0.4
H -1.84340 -0.14426 -0.02931 1.0 0.5 0.3
O 3.28934 0.91094 3.43809 0.5 1.1 -0.4
H 3.93500 1.45703 3.94124 -0.7 -0.6 -0.6
H 3.14462 1.40677 2.60055 0.2 -0.5 0.9
```
Positions in Å, forces in eV/Å.

Results of the Mulliken charge analysis, in e, for atoms 1 through 4: O -0.293; S -0.073; C -0.602; C -0.739


No. 2
The following is a quantum chemistry calculation of a 2-piece molecular cluster, C3H10O2S overall in a non-equilibrium geometry, from the OMol25 dataset.

As for the orbital gap: 0.34705 Eh. As for the structure (SMILES): COCSC.O. Its HOMO energy is -8.6 eV. The calculation puts the maximum force at 0.03107 Eh/bohr. As for the energy relative to the best compared isomer or geometry (same formula, charge and spin): 19.36 kcal/mol. Its total energy is -668.9194 a.u.

The geometry in XYZ format:
```
16
Properties=species:S:1:pos:R:3:forces:R:3
O -0.23046 0.33717 1.36172 -0.1 -0.8 1.4
S 0.63552 -1.70507 3.07994 -0.4 0.4 -0.2
C 0.00000 0.00000 0.00000 -0.8 -0.6 -0.1
C -0.13862 -3.34344 3.02159 -0.3 -0.3 -0.4
C -0.70551 -0.71597 2.24824 0.2 0.4 -1.0
H -0.64619 -0.86983 -0.20602 0.3 0.2 -0.4
H 1.03491 -0.25561 -0.28327 -0.2 0.1 0.6
H -0.33724 0.84451 -0.62424 0.2 -0.3 0.3
H 0.51296 -4.06961 3.53611 -0.2 0.4 -0.2
H -0.23829 -3.64659 1.96576 0.0 0.0 0.4
H -1.13621 -3.37135 3.49131 0.5 0.1 -0.1
H -1.30095 -1.45624 1.67999 0.2 0.3 0.1
H -1.37233 -0.25499 3.00210 0.6 0.0 -0.4
O -1.17751 0.71961 -4.17715 -0.8 0.2 -0.9
H -2.07569 1.10606 -4.06674 1.0 -0.4 -0.2
H -1.08335 0.58405 -5.14721 -0.1 0.2 1.0
```
Positions in Å, forces in eV/Å.

Results of the Mulliken charge analysis, in e, for atoms 1 through 4: O -0.360; S -0.085; C -0.510; C -0.824


No. 3
The following is a quantum chemistry calculation of one molecule with the formula C3H10O2SSi in a non-equilibrium geometry, from the OMol25 dataset.

As for the orbital gap: 0.35249 Eh. As for the structure (SMILES): C[Si](O)(O)CCS. Its HOMO energy is -9.0 eV. The calculation puts the maximum force at 0.09564 Eh/bohr. As for the energy relative to the best compared isomer or geometry (same formula, charge and spin): 14.90 kcal/mol. Its total energy is -958.5224 a.u.

The geometry in XYZ format:
```
17
Properties=species:S:1:pos:R:3:forces:R:3
C -2.37584 -0.96265 0.21287 -2.3 1.3 -2.8
C 0.80834 -0.48879 -0.51518 2.0 1.6 0.1
C 2.12388 0.50008 0.12758 -2.7 -1.0 -4.0
O -0.92425 0.68379 1.49171 -0.9 0.5 0.5
O -1.28844 1.27548 -1.31104 -0.1 -0.5 1.2
Si -0.93695 0.18564 -0.04106 -0.3 -0.9 -2.7
S 3.73671 -0.24096 -0.00901 0.8 1.0 -1.6
H -2.91544 -0.62163 1.08941 -0.1 0.4 0.1
H -3.12511 -0.80906 -0.71604 1.5 -0.6 2.0
H -2.25958 -1.99705 0.38288 0.5 -1.3 -0.2
H 1.03932 -0.66378 -1.61767 -0.6 0.5 1.4
H 0.97144 -1.45254 -0.03375 -0.1 -0.1 0.1
H 1.89215 0.67164 1.09660 -0.4 -0.1 3.4
H 2.02422 1.52573 -0.26723 0.4 -0.6 -0.5
H -0.06795 0.96978 1.68802 2.0 1.1 1.2
H -2.19578 1.61177 -1.42432 0.6 -0.3 0.3
H 4.19986 0.46310 -1.16964 -0.7 -1.0 1.6
```
Positions in Å, forces in eV/Å.

Results of the Mulliken charge analysis, in e, for atoms 1 through 4: C -1.038; C -0.674; C -0.884; O -0.487


No. 4
The following is a quantum chemistry calculation of a 3-piece molecular cluster, C3H10O3 overall in a non-equilibrium geometry, from the OMol25 dataset.

As for the orbital gap: 0.34222 Eh. As for the structure (SMILES): C/C=C/O.O.O. Its HOMO energy is -8.6 eV. The calculation puts the maximum force at 0.04254 Eh/bohr. As for the energy relative to the best compared isomer or geometry (same formula, charge and spin): 13.83 kcal/mol. Its total energy is -345.9924 a.u.

The geometry in XYZ format:
```
16
Properties=species:S:1:pos:R:3:forces:R:3
C -0.19052 -1.08722 -2.46633 -1.6 0.7 1.3
C 0.11054 0.11001 -1.60047 0.1 0.1 0.1
C 0.57517 -0.00340 -0.35914 0.3 0.5 -0.1
O 1.17658 1.05672 0.28063 -0.6 0.1 -0.4
H 0.19108 -0.93287 -3.47058 0.5 -0.6 0.1
H 0.12648 -1.93402 -1.85820 0.4 -0.4 -0.9
H -1.28234 -1.19873 -2.56695 0.2 0.0 -0.2
H 0.02017 1.11420 -2.00501 0.4 -0.1 -0.2
H 0.50438 -0.89864 0.25271 0.4 -0.2 -0.3
H 1.51400 0.71818 1.11154 0.1 -0.1 0.5
H 0.51323 -0.97959 3.05699 0.2 -0.2 0.1
H 0.02436 0.33198 2.47947 0.3 -0.2 0.3
O 0.84800 -0.12719 2.77111 -0.5 0.3 -0.2
H -1.77124 0.74645 1.04736 0.0 0.0 0.1
H -0.88499 1.87952 1.48132 0.0 0.1 0.0
O -1.47489 1.20459 1.84556 0.1 0.1 -0.3
```
Positions in Å, forces in eV/Å.

Results of the Mulliken charge analysis, in e, for atoms 1 through 4: C -1.002; C 0.119; C -0.435; O -0.557


No. 5
The following is a quantum chemistry calculation of a 2-piece molecular cluster, C3H10O3 overall in a non-equilibrium geometry, from the OMol25 dataset.

As for the orbital gap: 0.39316 Eh. As for the structure (SMILES): COCOC.O. Its HOMO energy is -9.9 eV. The calculation puts the maximum force at 0.03450 Eh/bohr. As for the energy relative to the best compared isomer or geometry (same formula, charge and spin): 32.95 kcal/mol. Its total energy is -345.9620 a.u.

The geometry in XYZ format:
```
16
Properties=species:S:1:pos:R:3:forces:R:3
O 1.00026 -0.47385 0.53208 1.5 -0.2 0.1
O -1.21738 -0.53733 0.18460 -1.2 -1.0 -0.2
C 2.25939 -0.05674 0.00701 0.2 0.0 0.4
C -1.56819 -1.99391 0.28468 1.4 1.0 0.2
C 0.00629 -0.18551 -0.38011 -0.8 -0.7 -0.3
H 2.29628 1.04402 -0.05278 0.0 -0.2 0.0
H 2.45045 -0.47024 -0.99754 -0.1 0.0 0.2
H 3.05820 -0.39915 0.68618 -0.5 0.1 -0.3
H -0.72621 -2.47262 0.81241 -0.4 0.0 -0.2
H -1.70354 -2.49453 -0.68881 0.1 0.6 0.1
H -2.48407 -2.13461 0.88299 0.5 0.6 -0.3
H 0.05199 0.89532 -0.61498 -0.6 -0.2 0.2
H 0.18935 -0.74207 -1.31935 0.0 0.0 0.0
O -1.31340 3.13383 0.54731 0.4 0.7 -1.0
H -1.04191 4.07825 0.49620 -0.3 -1.0 0.0
H -1.25750 2.80915 -0.37990 -0.1 0.4 1.0
```
Positions in Å, forces in eV/Å.

Results of the Mulliken charge analysis, in e, for atoms 1 through 4: O -0.334; O -0.315; C -0.691; C -0.643


No. 6
The following is a quantum chemistry calculation of a 2-piece molecular cluster, C3H10O3 overall in a non-equilibrium geometry, from the OMol25 dataset.

As for the orbital gap: 0.39991 Eh. As for the structure (SMILES): OCCCO.O. Its HOMO energy is -10.2 eV. The calculation puts the maximum force at 0.04533 Eh/bohr. As for the energy relative to the best compared isomer or geometry (same formula, charge and spin): 27.83 kcal/mol. Its total energy is -345.9701 a.u.

The geometry in XYZ format:
```
16
Properties=species:S:1:pos:R:3:forces:R:3
C -0.63159 -0.04467 -0.76410 2.0 -1.1 0.4
O -0.72722 -1.24317 0.05637 -1.4 0.8 -0.3
C 0.23121 1.04795 -0.15180 -0.6 0.6 -1.8
C 0.25253 2.11028 -1.29169 -1.1 -0.2 1.1
O -0.90425 3.01199 -1.20012 1.9 -0.2 0.1
H -1.53481 0.45725 -1.13593 -0.4 -1.1 0.6
H -0.03305 -0.41194 -1.61202 -0.5 0.4 -0.3
H 0.05502 -1.29466 0.60637 0.2 0.2 0.0
H 1.26019 0.72117 -0.09213 0.3 -0.3 0.6
H -0.15870 1.47056 0.77407 0.1 0.0 0.0
H 0.13410 1.63308 -2.25454 0.4 -0.3 -0.3
H 1.21343 2.60635 -1.22131 0.0 0.6 -0.3
H -0.42202 3.84053 -1.12827 -0.8 0.5 0.1
H 0.66447 -4.41072 3.32853 0.3 0.0 0.3
H 1.15126 -4.00664 2.00111 0.5 0.0 0.0
O 1.48937 -4.14289 2.89922 -0.8 0.0 -0.4
```
Positions in Å, forces in eV/Å.

Results of the Mulliken charge analysis, in e, for atoms 1 through 4: C -0.495; O -0.520; C -0.432; C -0.641